ORCA calculation (the ωB97M-V functional and the def2-TZVPD basis) on a gas-phase ion, C3H9NS (charge +1).

## Properties
E_tot: -572.2752 hartree
Kohn-Sham gap (alpha / beta): 9.7 / 4.3 eV

```
! wB97M-V def2-TZVPD RIJCOSX def2/J DEFGRID3
* xyz 1 2
C 0.29965 0.73097 -0.68637
C -0.43081 -0.05039 0.44273
C 0.53921 -0.83486 1.27865
S 0.68649 -2.46178 0.38452
N -0.61069 1.42183 -1.69098
H 0.79105 -0.07938 -1.24144
H 1.11025 1.41715 -0.22625
H -0.89579 0.72881 1.02484
H -1.12090 -0.61826 -0.17899
H 0.06325 -1.07372 2.23314
H 1.55457 -0.37853 1.39879
H -0.62051 -2.86333 0.48052
H -1.38455 1.89878 -1.21582
H 0.01876 2.16271 -2.00333
*
```